# C10H16N2PTc

C10H16N2PTc as an isolated structure at a distorted geometry (ωB97M-V/def2-TZVPD, the OMol25 dataset).

Summary:
Charge: +1
Strongest force on any atom in eV/Å: 3.38
E_LUMO (alpha / beta) in eV: -2.73 / -4.28
2S+1: 4
HOMO-LUMO gap (alpha / beta) in hartree: 0.2728 / 0.2612

Geometry (Å):
C: 1.75348 0.35775 -2.56230
C: 2.86697 -0.60334 -2.30251
C: 3.43147 -0.45675 -1.02183
C: 2.65208 0.55218 -0.37734
C: 1.62685 1.13609 -1.29212
Tc: 0.72281 -0.68618 -1.00195
P: -1.01594 -1.13856 -2.28267
H: 1.34269 0.68418 -3.57163
H: 3.32441 -1.30723 -3.01365
H: 4.45466 -0.81273 -0.72327
H: 1.09350 2.13072 -1.15548
H: 2.90440 0.87400 0.62039
H: -1.84784 -2.08649 -1.58079
H: -0.76517 -1.92105 -3.42463
H: -1.87376 -0.05355 -2.68178
C: -3.45473 1.57385 1.60403
C: -2.17900 0.82365 1.59691
C: -1.52119 -0.01187 2.50254
C: -0.33274 -0.46149 1.90901
N: -0.27881 0.06531 0.64916
N: -1.37540 0.90874 0.51137
C: 0.71439 -1.38271 2.34738
H: -4.31044 0.97869 1.96667
H: -3.41305 2.46547 2.25472
H: -3.73449 1.94680 0.60048
H: -1.93240 -0.24255 3.45221
H: -1.69362 1.37573 -0.33566
H: 1.34953 -0.79102 3.03418
H: 0.23257 -2.23926 2.85960
H: 1.25877 -1.67837 1.41894